1.
{"formula": "C4H9NO", "method": "ωB97M-V with the def2-TZVPD basis set", "elements": ["C", "C", "C", "N", "C", "O", "H", "H", "H", "H", "H", "H", "H", "H", "H"], "xyz": [[-1.0692, -1.0817, 0.1405], [0.0570, -0.1591, -0.3237], [-0.1128, 1.3004, 0.0815], [0.3156, 1.4410, 1.4740], [0.9584, -0.6742, -1.3626], [1.4117, -0.5433, -0.0241], [-1.9639, -0.5056, 0.4099], [-1.3666, -1.7633, -0.6648], [-0.7719, -1.6800, 1.0071], [-1.1586, 1.6180, 0.0004], [0.4924, 1.9692, -0.5411], [1.2429, 1.0181, 1.5107], [-0.2655, 0.8342, 2.0524], [0.8279, -1.7263, -1.6238], [1.4027, -0.0473, -2.1364]], "atomic_forces_ev_per_a": [[-0.0312, -0.0651, 0.0403], [-0.2578, -0.0265, 0.0969], [-0.0682, 0.0266, -0.2314], [-0.0050, -0.1274, 0.0330], [-0.0880, -0.0218, -0.2366], [0.0144, -0.3602, 0.0386], [0.2543, -0.0854, 0.0034], [0.1058, 0.0677, 0.2180], [0.0043, 0.0785, -0.1088], [0.1855, -0.0644, -0.0979], [-0.0480, -0.1768, 0.0617], [-0.0932, 0.2336, 0.1832], [0.0402, 0.2289, -0.0136], [-0.0810, 0.2591, -0.3087], [0.0679, 0.0331, 0.3219]], "multiplicity": 1, "e_tot_ev": -7830.1248, "max_force_ev_per_a": 0.41, "e_homo_ha": -0.34740, "charge": 0, "homo_lumo_gap_ev": 10.43, "de_lowest_kcal_mol": 50.6}


2.
{"formula": "C4H9NO", "method": "ωB97M-V with the def2-TZVPD basis set", "elements": ["C", "C", "C", "N", "O", "H", "H", "H", "H", "H", "C", "H", "H", "H", "H"], "xyz": [[-0.0705, -0.2292, -0.9743], [0.8269, 0.4709, -0.1504], [0.8545, 1.9694, -0.0128], [1.5183, -0.2491, 0.7376], [1.2333, -1.5076, 0.6860], [0.2635, -1.1498, -1.4429], [-0.8479, 0.3166, -1.5032], [0.8653, 2.2608, 1.0409], [1.7441, 2.3967, -0.4880], [-0.0229, 2.4183, -0.4894], [-1.3418, -1.3050, 0.3987], [-1.4449, -2.1966, 1.0359], [-1.6529, -0.4330, 0.9749], [-2.0036, -1.4597, -0.4531], [-0.0568, -1.5069, 0.4394]], "atomic_forces_ev_per_a": [[0.0457, -0.0776, -0.0019], [0.0181, -0.1043, 0.1546], [0.0299, 0.0763, 0.0071], [-0.2096, 0.1969, -0.2184], [-0.1636, -0.0398, -0.0130], [-0.0504, 0.1312, 0.0839], [0.1073, -0.0723, 0.1251], [0.0178, -0.0376, -0.1578], [-0.1252, -0.0748, 0.0395], [0.1256, -0.0722, 0.0623], [-0.3226, 0.1031, -0.0159], [0.1097, 0.0656, -0.1143], [0.0357, -0.1456, -0.0814], [0.0950, 0.0449, 0.1174], [0.2867, 0.0061, 0.0127]], "multiplicity": 1, "e_tot_ev": -7826.6116, "max_force_ev_per_a": 0.36, "e_homo_ha": -0.31793, "charge": 0, "homo_lumo_gap_ev": 8.42, "de_lowest_kcal_mol": 131.6}


3.
{"formula": "C4H9NO", "method": "ωB97M-V with the def2-TZVPD basis set", "elements": ["C", "C", "C", "O", "H", "H", "H", "H", "H", "H", "C", "N", "H", "H", "H"], "xyz": [[-0.9952, 1.2586, 0.0960], [-1.5211, -1.2768, 0.0200], [-0.4668, -0.1757, 0.1262], [0.4854, -0.4000, 1.0411], [-2.1480, -1.2654, 0.9144], [-2.1590, -1.1310, -0.8522], [-1.5674, 1.4558, 1.0049], [-1.6435, 1.4216, -0.7655], [-0.1648, 1.9644, 0.0593], [-1.0361, -2.2501, -0.0431], [2.7693, 0.1926, -0.1857], [1.7804, -0.5719, -0.2655], [0.2491, -0.2905, -0.8457], [3.1628, 0.6818, -1.0755], [3.2550, 0.3868, 0.7715]], "atomic_forces_ev_per_a": [[0.0034, -0.2236, 0.3526], [0.0863, 0.2069, 0.3545], [0.3132, 0.0366, -2.4005], [2.0100, -0.4735, 0.1319], [-0.0810, -0.0677, -0.0127], [0.0355, 0.0179, 0.0063], [-0.0512, 0.1002, -0.0090], [0.0241, -0.0352, 0.0091], [-0.0024, -0.0021, -0.0157], [0.0039, 0.0089, -0.0305], [0.0272, -0.0066, 0.8687], [-0.5020, 0.1784, 0.2499], [-1.6850, 0.3466, 0.6010], [0.1938, -0.5567, -0.1682], [-0.3759, 0.4698, 0.0627]], "multiplicity": 1, "e_tot_ev": -7826.8401, "max_force_ev_per_a": 2.42, "e_homo_ha": -0.35817, "charge": 0, "homo_lumo_gap_ev": 9.21, "de_lowest_kcal_mol": 126.4}


4.
{"formula": "C4H9NO", "method": "ωB97M-V with the def2-TZVPD basis set", "elements": ["C", "N", "C", "C", "O", "C", "H", "H", "H", "H", "H", "H", "H", "H", "H"], "xyz": [[-1.9550, 0.2529, -0.1514], [-0.9847, -0.4272, 0.6882], [0.2286, -0.5934, 0.3757], [1.1642, -1.4594, 1.1705], [0.9114, -0.1151, -0.7178], [0.8147, 1.2598, -1.0329], [-1.6138, 0.5999, -1.1360], [-2.7879, -0.4411, -0.3113], [-2.3780, 1.1190, 0.3692], [1.7163, -2.0846, 0.4636], [1.9068, -0.8477, 1.6952], [0.6300, -2.0814, 1.8868], [0.2369, 1.3967, -1.9505], [1.8241, 1.6554, -1.1884], [0.3465, 1.8017, -0.2082]], "atomic_forces_ev_per_a": [[-0.1167, 0.0793, -0.1540], [0.4583, 0.0207, -0.1979], [-0.2266, -0.1357, 0.1981], [-0.0281, -0.0873, 0.0375], [-0.0087, -0.1051, -0.0386], [-0.0968, 0.3422, -0.0662], [0.0778, -0.1995, 0.1857], [0.1287, 0.1050, 0.0085], [0.1369, -0.1228, 0.0590], [-0.0517, -0.0159, 0.1292], [-0.1467, -0.0191, -0.0863], [0.0012, 0.1116, -0.0717], [0.0275, 0.0933, 0.0991], [-0.1308, -0.1499, 0.0321], [-0.0244, 0.0832, -0.1347]], "multiplicity": 1, "e_tot_ev": -7830.6163, "max_force_ev_per_a": 0.50, "e_homo_ha": -0.35131, "charge": 0, "homo_lumo_gap_ev": 10.54, "de_lowest_kcal_mol": 39.3}


5.
{"formula": "C4H9NO", "method": "ωB97M-V with the def2-TZVPD basis set", "elements": ["C", "C", "N", "C", "C", "O", "H", "H", "H", "H", "H", "H", "H", "H", "H"], "xyz": [[-1.4264, 0.8220, 0.4168], [-0.4856, -0.1822, -0.1959], [0.1274, 0.2622, -1.4904], [1.3894, -0.2055, -1.2450], [0.6026, -0.5321, 0.8914], [1.3236, 0.5665, 1.3799], [-1.9221, 0.3436, 1.2684], [-0.8193, 1.6515, 0.7849], [-2.1778, 1.1883, -0.2855], [-0.9917, -1.1287, -0.4475], [-0.3668, -0.1550, -2.2826], [1.5027, -1.1714, -1.7863], [1.2778, -1.3682, 0.6281], [-0.0077, -0.8856, 1.7190], [1.9412, 0.7981, 0.6609]], "atomic_forces_ev_per_a": [[-0.0766, 0.1178, 0.0548], [-0.0196, -0.0436, 0.6500], [0.3696, -0.3831, 0.0287], [0.3269, -0.0968, -0.6526], [-0.6080, -0.2868, 0.1663], [0.0818, 0.0813, -0.1658], [-0.0514, 0.1967, -0.0878], [-0.2345, 0.0495, -0.0123], [0.0894, -0.0573, 0.0254], [0.1095, 0.2316, 0.2810], [-0.0096, -0.1100, 0.3398], [0.5861, 0.3152, -0.8306], [-0.3872, 0.2074, -0.1499], [0.0161, -0.0852, 0.3364], [-0.1924, -0.1366, 0.0166]], "multiplicity": 1, "e_tot_ev": -7827.1119, "max_force_ev_per_a": 1.06, "e_homo_ha": -0.30566, "charge": 0, "homo_lumo_gap_ev": 8.66, "de_lowest_kcal_mol": 120.1}


6.
{"formula": "C4H9NO", "method": "ωB97M-V with the def2-TZVPD basis set", "elements": ["C", "C", "N", "C", "C", "O", "H", "H", "H", "H", "H", "H", "H", "H", "H"], "xyz": [[2.0088, -0.0696, 0.1617], [0.6162, 0.2720, -0.3657], [-0.5372, 0.0819, 0.5648], [-1.2604, -1.0835, -0.1052], [-1.3796, 1.2307, 0.6169], [-1.5052, 2.0404, -0.2697], [2.6366, -0.3040, -0.7086], [2.0010, -0.9519, 0.8102], [2.4982, 0.7479, 0.6978], [0.4286, -0.4201, -1.1830], [0.5813, 1.2635, -0.8205], [-0.4940, -1.8520, -0.0778], [-1.4847, -0.7081, -1.1077], [-2.1820, -1.5912, 0.2170], [-1.9277, 1.3439, 1.5697]], "atomic_forces_ev_per_a": [[0.0155, 0.0263, 0.0953], [0.1172, -0.0349, -0.3476], [-0.3024, -0.3087, -0.4215], [0.1237, 0.1082, 0.1330], [-0.2091, 0.0547, -0.3254], [0.2318, -0.1749, 0.5282], [-0.0610, 0.0659, 0.2268], [-0.0812, 0.1179, -0.0841], [-0.2113, -0.0652, 0.0597], [0.2767, 0.2398, -0.2930], [0.0522, 0.0020, 0.2519], [-0.1574, -0.2246, -0.4906], [0.1002, -0.5284, -0.2024], [0.1628, 0.9647, 1.0408], [-0.0577, -0.2426, -0.1707]], "multiplicity": 1, "e_tot_ev": -7830.2027, "max_force_ev_per_a": 1.43, "e_homo_ha": -0.35386, "charge": 0, "homo_lumo_gap_ev": 10.59, "de_lowest_kcal_mol": 48.8}


Which value of charge does entry 6 give?
0